Record 1
One molecule with the formula C3H8O2SSi. Source: the OMol25 dataset; level of theory: the ωB97M-V functional and the def2-TZVPD basis.

Geometry as XYZ:
```
15
Properties=species:S:1:pos:R:3:nbo_charge:R:1
C -1.7463 0.2272 0.3406 -1.058
Si -0.1578 -0.3727 -0.5567 1.335
C 1.3595 0.0657 0.4743 -1.099
C 0.1944 0.5158 -2.2068 -1.117
S 0.3381 2.1065 -2.0946 2.067
O 0.7337 2.8588 -3.2878 -0.848
O -0.2848 2.8372 -0.9946 -0.859
H -2.6176 -0.3685 0.0936 0.241
H -1.5954 0.1555 1.4545 0.245
H -1.9364 1.1351 -0.0010 0.235
H -0.2125 -2.0005 -0.9037 -0.159
H 1.3087 1.0253 0.7725 0.234
H 1.5093 -0.5278 1.4177 0.244
H 2.3020 -0.0988 0.0404 0.240
H 0.8740 -0.0700 -2.9084 0.301
```

## Properties
Calculated total energy ... -957.17784 hartree
Charge ... 0
Molecular weight ... 136.2 g mol⁻¹
Orbital gap ... 9.47 eV
E_HOMO ... -10.1 eV
ΔE to the lowest compared entry with this formula, charge and spin ... 60.1 kcal/mol

---

Record 2
One molecule with the formula C5H7BrO3S. Source: the OMol25 dataset; level of theory: the ωB97M-V functional and the def2-TZVPD basis.

Geometry as XYZ:
```
17
Properties=species:S:1:pos:R:3:nbo_charge:R:1
C 2.1062 1.8024 1.5844 -0.662
S 2.0797 1.1717 0.1362 1.706
O 3.2771 1.1283 -0.6418 -0.857
O 1.0729 0.0336 -0.6665 -0.667
C -0.2429 -0.2625 -0.3200 0.123
C -0.8284 -1.0919 -1.4743 -0.610
C -0.3212 -1.0318 1.0042 -0.630
C -1.0027 1.0520 -0.2274 0.529
O -0.5354 2.1343 -0.3421 -0.491
Br -2.9008 0.8587 0.1281 -0.027
H 1.1602 1.7594 2.1131 0.198
H -0.8431 -0.4991 -2.3866 0.230
H -1.8358 -1.4211 -1.2387 0.235
H -0.1857 -1.9536 -1.6325 0.234
H 0.2039 -1.9764 0.8830 0.232
H -1.3545 -1.2345 1.2740 0.236
H 0.1504 -0.4693 1.8070 0.223
```

## Properties
Calculated total energy ... -3392.48048 hartree
Charge ... 0
Molecular weight ... 227.1 g mol⁻¹
Orbital gap ... 9.17 eV
E_HOMO ... -9.9 eV
ΔE to the lowest compared entry with this formula, charge and spin ... 63.0 kcal/mol